No. 1
{
  "formula": "AlH2O",
  "method": "the ωB97M-V functional and the def2-TZVPD basis",
  "e_lumo_ha": [-1.2243, -1.2188],
  "total_energy_ev": -8597.549,
  "largest_force_ev_per_a": 4.55,
  "relative_energy_kj_mol": 13.0,
  "orbital_gap_ev": [8.7, 8.7],
  "total_charge": 4,
  "spin_multiplicity": 2,
  "symbols": ["Al", "O", "H", "H"],
  "coordinates": [[2.9730, 17.0766, 12.6695], [2.4059, 18.5955, 10.2733], [3.2017, 18.8091, 9.7861], [1.6963, 18.9642, 9.7472]],
  "forces_ev_per_a": [[0.10, -1.01, 1.66], [0.48, -1.50, 2.43], [3.23, 0.99, -2.12], [-3.81, 1.52, -1.98]]
}

No. 2
{
  "formula": "C5H50BBrFO19",
  "method": "the ωB97M-V functional and the def2-TZVPD basis",
  "e_lumo_ha": 0.0621,
  "total_energy_ev": -118336.899,
  "largest_force_ev_per_a": 0.88,
  "orbital_gap_ev": 6.4,
  "total_charge": -1,
  "symbols": ["C", "C", "F", "B", "C", "C", "C", "Br", "H", "H", "H", "H", "H", "H", "H", "H", "H", "H", "H", "H", "O", "H", "H", "O", "H", "H", "O", "H", "H", "O", "H", "H", "O", "H", "H", "O", "H", "H", "O", "H", "H", "O", "H", "H", "O", "H", "H", "O", "H", "H", "O", "H", "H", "O", "H", "H", "O", "H", "H", "O", "H", "H", "O", "H", "H", "O", "H", "H", "O", "H", "H", "O", "H", "H", "O", "H", "H"],
  "coordinates": [[-1.1574, 1.0918, -0.2763], [-0.5931, -0.2644, 0.1061], [0.7605, -0.3344, -0.4490], [-0.6788, -0.6145, 1.7094], [0.5957, -1.5231, 2.2217], [1.9599, -0.8954, 2.5316], [3.0750, -1.4553, 1.6557], [2.0540, 1.0838, 2.3717], [-1.9978, 1.3210, 0.3796], [-0.3961, 1.8688, -0.1855], [-1.5254, 1.1168, -1.3127], [-1.1379, -1.0299, -0.4516], [-0.8560, 0.3870, 2.3798], [-1.6965, -1.3128, 1.8278], [0.2715, -2.0780, 3.1077], [0.7801, -2.2720, 1.4403], [2.2263, -1.1006, 3.5663], [3.9914, -0.8691, 1.7463], [3.2896, -2.4819, 1.9602], [2.7701, -1.4344, 0.6094], [0.3721, 4.6309, 1.0247], [0.6263, 4.9975, 0.1685], [0.9550, 3.8653, 1.1121], [1.7514, -2.3277, -2.6221], [0.9444, -2.3112, -3.1507], [1.6101, -1.6468, -1.9535], [-3.3325, 0.8761, 3.3683], [-4.1263, 0.8330, 2.8263], [-3.4823, 1.6104, 3.9777], [-3.9787, 3.5207, 4.5907], [-3.1352, 3.9859, 4.6013], [-4.6004, 4.1004, 5.0390], [0.2766, 7.5738, 1.8228], [0.2163, 6.7259, 1.3608], [0.8171, 7.3626, 2.5893], [0.6464, 5.0003, -2.2369], [0.9029, 5.7860, -2.7331], [-0.1348, 4.6637, -2.6852], [3.8679, -0.1689, -2.7052], [3.1560, -0.7550, -2.9933], [3.4225, 0.5133, -2.1911], [1.7083, -3.5537, -5.1997], [1.6796, -4.4163, -5.6261], [2.2628, -3.7057, -4.4204], [-2.2927, -2.6621, -1.7363], [-3.0490, -3.2428, -1.5926], [-2.0729, -2.8056, -2.6620], [3.2468, 4.6853, 1.0950], [3.2269, 5.5677, 1.4770], [3.5832, 4.8100, 0.2022], [-4.7928, -3.2878, -3.2044], [-4.6171, -2.4875, -3.7072], [-5.5029, -3.7433, -3.6746], [2.0026, 6.9553, -4.2791], [2.7934, 6.4357, -4.0994], [2.3130, 7.8588, -4.3890], [-6.2614, -5.3350, -4.6263], [-5.4283, -5.8171, -4.5885], [-6.8806, -5.9255, -5.0637], [4.3809, -4.3148, -4.9101], [5.2054, -4.7360, -4.6506], [4.6193, -3.3920, -5.0628], [-4.7788, -0.2774, 6.1156], [-4.9026, 0.6342, 6.4012], [-4.4423, -0.1797, 5.2114], [-3.3605, -0.4143, 8.9708], [-4.0324, -0.8615, 9.4925], [-3.7665, -0.3087, 8.1006], [3.7181, -1.1654, 5.8954], [3.3610, -0.3618, 5.5005], [2.9438, -1.6136, 6.2495], [0.2640, -4.5784, -1.1636], [0.6717, -3.7600, -1.4756], [-0.6575, -4.3308, -1.0273], [3.8202, -2.4927, -7.1291], [3.1336, -2.9418, -6.6104], [3.3940, -2.2752, -7.9618]],
  "forces_ev_per_a": [[0.01, -0.13, -0.45], [-0.55, -0.05, 0.31], [0.28, -0.05, -0.36], [0.06, -0.10, -0.06], [-0.04, 0.14, -0.16], [-0.05, -0.84, -0.25], [0.11, 0.36, -0.02], [0.06, 0.17, 0.18], [0.08, 0.09, 0.08], [-0.05, 0.02, 0.27], [0.07, 0.03, -0.01], [0.24, -0.02, -0.07], [0.20, 0.03, 0.03], [0.02, 0.04, -0.02], [0.04, 0.05, 0.06], [-0.01, -0.07, 0.06], [0.02, 0.42, 0.07], [0.04, -0.08, 0.07], [-0.11, -0.06, -0.08], [-0.02, -0.06, 0.01], [-0.15, 0.29, -0.17], [-0.07, -0.27, -0.21], [-0.01, 0.05, 0.20], [-0.11, -0.03, -0.21], [0.07, 0.05, -0.09], [-0.22, 0.21, 0.56], [-0.35, -0.22, 0.53], [0.08, 0.08, -0.11], [-0.05, 0.16, -0.25], [-0.02, 0.01, 0.11], [0.01, -0.03, -0.08], [0.03, 0.02, 0.00], [0.13, 0.08, -0.11], [-0.08, -0.16, 0.22], [-0.06, -0.02, 0.03], [0.12, 0.12, 0.12], [-0.04, 0.08, -0.13], [-0.01, -0.07, 0.08], [-0.04, 0.14, -0.11], [0.08, -0.10, 0.04], [0.01, -0.07, 0.08], [-0.09, -0.03, -0.19], [-0.03, -0.05, 0.10], [0.05, 0.07, -0.01], [0.12, -0.24, -0.05], [-0.14, 0.14, -0.05], [-0.03, -0.02, -0.02], [0.26, 0.02, -0.06], [-0.09, -0.01, 0.00], [0.01, -0.06, 0.00], [0.00, -0.10, -0.04], [-0.02, 0.04, 0.07], [-0.03, 0.04, 0.00], [0.00, -0.08, 0.08], [0.00, -0.01, -0.05], [-0.02, 0.01, 0.04], [0.07, -0.05, -0.04], [-0.01, 0.00, 0.02], [-0.03, 0.03, 0.02], [0.16, -0.03, 0.11], [-0.04, -0.01, 0.07], [0.01, -0.02, -0.09], [-0.07, 0.26, 0.10], [-0.07, 0.02, -0.09], [0.28, -0.14, -0.02], [-0.13, 0.14, 0.08], [0.02, -0.03, -0.01], [0.12, -0.22, -0.20], [-0.05, 0.06, 0.12], [0.04, 0.00, -0.11], [0.00, -0.03, -0.04], [-0.15, -0.09, -0.18], [0.20, -0.05, 0.09], [0.02, 0.15, 0.11], [-0.06, -0.11, -0.05], [-0.06, 0.14, 0.08], [0.01, 0.08, 0.02]]
}

No. 3
{
  "formula": "BF4H16O8",
  "method": "the ωB97M-V functional and the def2-TZVPD basis",
  "e_lumo_ha": 0.1062,
  "total_energy_ev": -28195.386,
  "largest_force_ev_per_a": 2.01,
  "relative_energy_kj_mol": 98.7,
  "orbital_gap_ev": 10.5,
  "total_charge": -1,
  "symbols": ["B", "F", "F", "F", "F", "O", "H", "H", "O", "H", "H", "O", "H", "H", "O", "H", "H", "O", "H", "H", "O", "H", "H", "O", "H", "H", "O", "H", "H"],
  "coordinates": [[-24.9888, 18.7069, -9.9366], [-26.0049, 18.2980, -10.7810], [-24.9427, 17.7792, -8.9554], [-23.7895, 18.7713, -10.6566], [-25.2236, 19.9577, -9.3157], [-27.0912, 16.1478, -9.6652], [-26.1946, 15.8468, -9.5186], [-26.8368, 16.9773, -10.0741], [-23.7375, 16.7533, -12.5926], [-23.2894, 17.3081, -13.1982], [-23.8577, 17.3086, -11.7855], [-22.1499, 16.3639, -9.8004], [-23.0094, 15.9771, -10.0507], [-22.3459, 17.2551, -9.4374], [-24.5247, 20.2472, -6.3468], [-24.7117, 19.7728, -7.1707], [-25.1753, 19.9334, -5.7037], [-22.4224, 20.7546, -8.4105], [-22.1576, 21.6396, -8.2566], [-23.1528, 20.6780, -9.0235], [-21.4723, 19.2840, -11.8306], [-21.2078, 20.1988, -11.9772], [-22.2991, 19.5294, -11.3793], [-27.2021, 16.7056, -7.0325], [-27.3742, 16.7159, -7.9946], [-27.2999, 17.5956, -6.6384], [-23.9611, 17.1201, -6.6654], [-24.0132, 17.9331, -7.1236], [-24.2116, 16.4941, -7.3499]],
  "forces_ev_per_a": [[-0.50, 1.20, -0.01], [-0.62, 0.59, -0.97], [0.69, -1.27, 1.20], [0.21, 0.15, 0.04], [0.06, 0.06, -0.44], [-0.12, -0.36, -0.09], [0.23, -0.70, 0.40], [-0.47, 0.72, -0.55], [-1.07, -0.60, 1.60], [0.82, 0.92, -0.77], [0.30, -0.47, -1.10], [-0.51, 0.31, 0.34], [0.60, 0.47, 0.12], [0.04, -0.88, -0.42], [-0.24, -0.06, 0.21], [-0.13, 0.37, 0.12], [0.20, -0.08, -0.31], [0.44, -1.80, 0.05], [-0.14, 1.25, -0.07], [-0.34, 0.51, -0.10], [-0.54, 1.21, 0.11], [0.85, -0.07, -0.41], [-0.02, -1.11, 0.10], [-0.29, 0.45, 0.80], [0.10, 0.23, 0.26], [0.12, -0.81, -0.79], [0.39, -1.42, 1.00], [0.06, 1.27, -0.52], [-0.11, -0.08, 0.17]]
}